[1]
C11H8NNiO5 | the ωB97M-V functional and the def2-TZVPD basis

ΔE to the lowest compared entry with this formula, charge and spin: 0.8071 eV
net charge: +1
2S+1: 3

Geometry (Å):
O -1.44720 0.35345 -1.36442
C -0.41468 0.34108 -0.76013
Ni 0.13317 -0.57386 0.67628
C 0.57064 -1.71339 2.01785
O 0.71030 -2.43592 2.91276
C 0.69593 1.44895 -1.77253
O 1.46677 0.79157 -2.44314
C 0.45809 2.81860 -1.64644
O 0.07323 3.39986 -0.62693
C -0.86045 -1.98056 0.28891
O -1.44903 -2.97233 0.16641
H 0.75217 3.11761 -2.63884
N 1.35523 1.27892 1.18005
C 1.74441 1.35229 2.54775
C 2.92015 0.71568 2.94774
C 3.17711 0.58163 4.31582
C 2.27370 1.09674 5.25393
C 1.11273 1.75445 4.83007
C 0.84453 1.89713 3.46419
H 2.15974 1.15885 0.56147
H 0.80922 2.09160 0.86713
H 3.59669 0.30110 2.19586
H 4.08535 0.07435 4.64595
H 2.47747 0.98678 6.32132
H 0.41210 2.16150 5.56075
H -0.06200 2.39121 3.10661

[2]
C11H9Br2N7O3RuS2Se4 | the ωB97M-V functional and the def2-TZVPD basis

ΔE to the lowest compared entry with this formula, charge and spin: 0.0656 eV
net charge: -1
2S+1: 2

Geometry (Å):
Ru -0.58038 0.00496 -0.52415
Se 1.65554 -1.08106 -0.70316
Se 2.49480 -1.48529 1.34454
Se 1.10055 1.86359 2.48244
Se 0.05336 1.99838 0.54252
Br -2.02334 -4.52155 4.22692
C -1.61888 -3.20611 2.93200
C -1.05242 -2.00901 3.30705
C -0.76646 -1.08493 2.31453
N -1.05273 -1.28888 1.02843
C -1.58991 -2.47331 0.66964
C -1.88256 -3.45719 1.59932
C -1.82956 -2.65473 -0.77378
C -2.45297 -3.77140 -1.31356
C -2.62525 -3.82134 -2.68193
Br -3.46400 -5.32665 -3.45819
C -2.19716 -2.77897 -3.48236
C -1.59504 -1.69691 -2.86625
N -1.41055 -1.64534 -1.54630
H -0.80839 -1.78785 4.33520
H -0.29153 -0.14362 2.55789
H -2.30278 -4.40285 1.29579
H -2.80256 -4.57929 -0.69043
H -2.33254 -2.79085 -4.55305
H -1.25454 -0.83554 -3.42540
O -2.10803 1.45919 -3.90392
S -1.50866 1.79127 -2.63018
O -0.28314 0.90581 -2.38435
O -1.16891 3.17841 -2.43205
S -2.67456 1.11999 -1.05439
N 4.90742 0.24450 -1.16760
N 3.96026 1.21891 -1.46181
N 3.36399 1.28909 -2.62506
C 2.54157 2.31359 -2.41958
N 2.65316 2.81973 -1.18411
N 3.56550 2.09043 -0.58012
H 4.43499 -0.64497 -1.32422
H 5.04543 0.31965 -0.16279
H 1.83307 2.66732 -3.14663

[3]
C11H9Cl4N2O3OsS | the ωB97M-V functional and the def2-TZVPD basis

ΔE to the lowest compared entry with this formula, charge and spin: 0.0357 eV
net charge: +1
2S+1: 1

Geometry (Å):
Os 0.05183 0.76740 1.00540
Cl -3.66660 -3.61866 4.63040
C -3.11887 -2.53437 3.42927
C -3.94678 -2.26612 2.30300
Cl -5.47141 -3.03054 2.17151
C -3.53282 -1.39519 1.31688
Cl -4.47105 -1.02185 -0.06403
C -2.27721 -0.79639 1.46549
O -1.72990 0.08127 0.65127
C -1.45984 -1.06573 2.56016
O -0.31652 -0.41362 2.53470
C -1.87889 -1.93758 3.56942
Cl -0.84703 -2.22572 4.90148
S 1.90312 1.24153 1.73712
C 1.63252 1.13237 -1.51759
N 2.43375 0.19930 -1.98537
C 3.76217 0.74450 -2.31093
C 3.56460 2.26113 -2.07035
N 2.19288 2.31728 -1.54850
H 2.21057 -0.78192 -1.96900
H 4.02436 0.51786 -3.34118
H 4.51366 0.31621 -1.65029
H 3.63997 2.83944 -2.98863
H 4.26668 2.66008 -1.34166
H 1.70054 3.14425 -1.24419
C -0.62351 0.12307 -2.00392
C 0.22407 0.93669 -1.05624
O -0.27276 2.03101 -0.45633
H -0.53010 0.52402 -3.01607
H -1.66311 0.17325 -1.69661
H -0.31429 -0.92297 -2.01524

[4]
C11H9FeN3O4Se4 | the ωB97M-V functional and the def2-TZVPD basis

net charge: -2
2S+1: 1
electronic energy: -11759.40925 Ha

Geometry (Å):
Fe 0.58032 0.04520 1.45659
N 0.13220 -0.45476 3.36163
N -1.28186 -0.44624 3.36683
C -1.91487 -0.77988 2.14402
O -3.12628 -0.97249 2.16405
O -1.13576 -0.85072 1.11363
H 0.56777 -1.34677 3.59689
H 0.50857 0.26992 3.96486
H -1.75637 -0.81400 4.17614
O 0.58888 4.01904 1.18226
C 0.62746 2.79405 1.11842
O 0.98682 1.94664 1.99396
C 0.20084 2.15883 -0.22197
C -0.47550 2.92946 -1.20532
C -0.89343 2.30685 -2.33873
C -0.62620 0.92653 -2.53505
C -1.03714 0.21904 -3.69139
C -0.74621 -1.11007 -3.81611
C -0.03354 -1.78562 -2.79918
C 0.37245 -1.12996 -1.67260
C 0.06989 0.24141 -1.52931
N 0.45599 0.88471 -0.38339
H -0.63401 3.97560 -0.99081
H -1.43679 2.84453 -3.10910
H -1.58745 0.74983 -4.45988
H -1.06794 -1.65773 -4.69389
H 0.18388 -2.84139 -2.90112
H 0.89794 -1.64761 -0.87709
Se 1.87171 -3.32743 0.94761
Se 3.76068 -4.71898 0.88372
Se 3.19099 -1.24293 4.04118
Se 2.75695 -1.18511 1.71314

[5]
C12H10BI2N4NiO5 | the ωB97M-V functional and the def2-TZVPD basis

net charge: -1
2S+1: 1
electronic energy: -3187.17155 Ha

Geometry (Å):
Ni -0.22634 -0.32612 -0.73914
B -0.98811 1.50401 2.10332
N 0.36219 1.69252 1.35940
C 1.38162 2.44177 1.79088
C 2.29619 2.58798 0.76337
C 1.74514 1.86492 -0.29146
N 0.57503 1.33784 0.07718
N -1.68338 0.17078 1.68085
C -2.58760 -0.47041 2.42281
C -3.25620 -1.39011 1.63070
C -2.67275 -1.24301 0.38029
N -1.73817 -0.29184 0.41687
H -1.72086 2.42770 1.82393
H -0.77074 1.44099 3.28978
H 1.37717 2.82260 2.79825
H 3.23422 3.11377 0.78383
H 2.13273 1.65200 -1.27354
H -2.71111 -0.20601 3.45926
H -4.03138 -2.07505 1.92348
H -2.85451 -1.77852 -0.53655
O 4.27337 -4.11528 -1.59578
C 3.28137 -3.43663 -1.52933
C 3.02163 -2.13253 -2.28429
O 3.69091 -1.68557 -3.19583
C 1.82032 -1.60455 -1.66788
C 1.24730 -2.48861 -0.75295
O 0.15752 -2.17637 -0.14722
C 2.06360 -3.70461 -0.63735
O 1.86018 -4.71487 -0.00053
O 1.21673 -0.46876 -1.90262
I -3.73363 2.70180 -0.94631
C -1.95440 2.41064 -2.05614
I -1.74604 0.47325 -2.88775
H -1.11189 2.54688 -1.38626
H -1.95014 3.11939 -2.87327

[6]
C12H10BrCl3LuO2 | the ωB97M-V functional and the def2-TZVPD basis

net charge: -1
2S+1: 1
electronic energy: -5803.98584 Ha

Geometry (Å):
C 0.91792 0.98398 -1.87763
C -0.25029 1.84433 -2.00577
C -0.19194 2.85983 -0.98674
H -1.07061 1.63079 -2.69450
C 1.01658 2.57498 -0.19309
C 1.66604 1.42067 -0.76814
H 2.65286 1.03886 -0.49175
H 1.26320 0.22027 -2.58298
H -1.06951 3.39430 -0.57021
H 1.32652 3.02698 0.75858
Lu -0.91393 1.18366 0.28991
Br -3.19346 0.07675 -0.58869
C -0.00954 -2.62461 1.16827
C 1.34363 -2.21245 1.01323
C 1.61149 -2.11859 -0.38942
H 1.99947 -1.84425 1.82304
C 0.43792 -2.47674 -1.08737
C -0.56750 -2.79348 -0.12128
H -1.62652 -2.97243 -0.33151
H -0.56152 -2.59852 2.11403
H 2.51406 -1.65905 -0.82503
H 0.27108 -2.32635 -2.16166
Cl -3.16164 2.11559 4.25688
C -1.53263 1.46597 4.25573
Cl -0.44292 2.30419 5.32811
Cl -1.56241 -0.30241 4.62134
C -0.96461 1.64898 2.82884
O -1.07422 2.71743 2.12204
O -0.41873 0.57112 2.36077

[7]
C12H10Cl2NO4S | the ωB97M-V functional and the def2-TZVPD basis

net charge: -1
2S+1: 1
electronic energy: -2137.54417 Ha

Geometry (Å):
C 1.44786 -3.38649 3.83616
N 0.92066 -2.19715 3.26670
C 0.89521 -0.93242 3.91478
O 1.35448 -0.80203 5.04503
C 0.30408 -0.07629 2.87890
C 0.04207 -0.76174 1.68156
C 0.41008 -2.20600 1.97545
O 0.35019 -3.16801 1.21287
H 1.04593 -4.19532 3.22486
H 2.53733 -3.31851 3.78680
H 1.12216 -3.46374 4.86620
H 0.11301 0.97044 3.11914
H -1.11171 -0.59142 1.35160
Cl -0.67167 2.89563 -6.24444
C -0.65215 2.32122 -4.64131
C 0.46376 2.56615 -3.83253
C 0.44892 2.15015 -2.50191
C -0.67012 1.47717 -2.01874
S -0.82176 1.21054 -0.23121
C -0.02396 -0.42463 0.11688
Cl 1.77010 -0.42157 -0.53102
O -0.16528 2.18347 0.61445
O -2.24851 0.87212 -0.03136
C -1.79326 1.23350 -2.82067
C -1.77506 1.63560 -4.15776
H 1.34883 3.04496 -4.23724
H 1.29221 2.29316 -1.82980
H -0.66439 -0.99878 -0.59445
H -2.65992 0.71055 -2.41102
H -2.60909 1.37943 -4.80794

[8]
C12H10Cl5FeIN3O4 | the ωB97M-V functional and the def2-TZVPD basis

ΔE to the lowest compared entry with this formula, charge and spin: 0.4743 eV
2S+1: 6

Geometry (Å):
Fe 0.22082 0.17188 -0.01371
N -0.05264 2.04212 1.05377
C -0.85817 2.95109 0.23570
C -1.93039 2.12072 -0.43112
O -3.07051 2.51568 -0.57364
N -1.42846 0.90952 -0.83073
C -2.36308 -0.11775 -1.20593
C -2.27423 -1.17242 -0.04319
O -3.22687 -1.86999 0.21236
O -1.07830 -1.17565 0.49853
H -0.55106 1.78274 1.90151
H 0.81182 2.48311 1.35106
H -0.21359 3.36165 -0.54355
H -1.30326 3.77543 0.79085
H -2.00008 -0.72057 -2.04155
H -3.39769 0.18358 -1.32590
Cl 2.58121 1.73924 -0.92486
C 2.31993 0.35746 -1.99026
C 1.28524 -0.49901 -1.65039
C 1.11407 -1.57913 -2.51023
Cl -0.12073 -2.75728 -2.15414
C 1.91021 -1.78690 -3.63714
Cl 1.65370 -3.14120 -4.66309
C 2.93183 -0.88458 -3.92880
Cl 3.93024 -1.11929 -5.30689
C 3.14833 0.20903 -3.09252
Cl 4.41111 1.32768 -3.42337
N 3.01302 -1.36206 2.74308
C 1.99818 -1.32418 1.89284
O 1.45929 -0.22564 1.62546
C 1.49744 -2.58889 1.25409
I 2.26571 -4.42363 1.98357
H 3.34402 -0.49806 3.14040
H 3.44102 -2.23803 2.99713
H 1.74154 -2.54591 0.19206
H 0.41343 -2.61557 1.34509